(1)
Molecular formula: C38H55CrNO2P2
Method: DFT, the ωB97M-V functional and the def2-TZVPD basis

Computed properties:
<S²> = 4.162
E_tot = -3412.90928 a.u.
Charge = +1
HOMO-LUMO gap (spin up / spin down) = 6.1 / 5.2 eV
Multiplicity = 4
Highest occupied orbital energy (spin up / spin down) = -9.1 / -9.1 eV

Geometry (Å):
Cr -0.033 -2.161 -3.092
C -0.700 -3.585 -1.391
C 0.698 -3.808 -1.794
C 0.629 -2.000 -0.329
C -0.705 -2.525 -0.437
C 1.497 -2.808 -1.119
C -1.797 -4.568 -1.579
H -1.581 -5.231 -2.418
H -2.739 -4.049 -1.782
H -1.964 -5.215 -0.710
C -1.762 -2.354 0.588
H -2.743 -2.621 0.185
H -1.860 -1.322 0.935
H -1.584 -2.983 1.478
C 1.054 -1.045 0.744
H 1.182 -1.563 1.715
H 0.320 -0.240 0.911
H 2.008 -0.548 0.499
C 2.943 -2.963 -0.867
H 3.075 -3.548 0.052
H 3.462 -2.018 -0.700
H 3.411 -3.515 -1.686
C 1.211 -5.091 -2.385
H 1.421 -5.840 -1.599
H 2.154 -4.925 -2.927
H 0.465 -5.552 -3.052
C -1.506 -0.709 -4.163
C -1.401 -2.098 -4.472
C -0.552 -2.625 -5.639
C 0.889 -2.073 -5.578
C 1.294 -1.405 -4.268
C 1.161 0.015 -3.984
C 0.366 0.864 -4.930
C -1.075 0.324 -5.174
H -1.000 -2.374 -6.626
H 1.049 -1.362 -6.378
H -0.517 -3.730 -5.534
H -1.111 -0.045 -6.211
H -2.369 -0.333 -3.579
H -2.192 -2.767 -4.098
H -1.744 1.204 -5.161
H 0.308 1.900 -4.533
H 2.106 0.583 -3.905
H 0.903 0.943 -5.908
H 1.595 -2.884 -5.810
H 2.203 -1.869 -3.832
P -2.115 1.735 -0.751
C -3.310 3.013 -1.145
C -2.907 0.139 -0.989
P 1.210 0.771 -1.580
C -0.746 1.713 -1.902
C 3.032 0.384 -1.854
C 1.697 2.278 -0.698
H -3.644 3.516 -0.217
H -4.184 2.512 -1.606
H -2.866 3.754 -1.843
H -3.512 0.228 -1.893
H -3.537 -0.100 -0.119
H -2.104 -0.588 -1.165
H 2.433 2.825 -1.293
H 2.170 1.907 0.216
H 0.865 2.938 -0.441
H -0.475 2.737 -2.211
H -1.020 1.114 -2.788
H 3.611 0.740 -0.993
H 3.397 0.912 -2.743
H 3.238 -0.681 -2.002
C 2.537 0.636 7.281
C 1.348 0.315 6.402
C 0.601 -0.825 6.690
C -0.517 -1.156 5.920
C -0.917 -0.314 4.885
C -0.183 0.846 4.594
N -0.660 1.672 3.543
C -0.949 3.029 3.644
C -0.855 3.717 4.867
C -1.006 5.106 4.922
C -1.245 5.836 3.761
C -1.370 5.184 2.544
C -1.308 3.788 2.480
C -1.199 3.286 1.118
O -0.742 3.975 0.218
O -1.711 1.998 0.818
C 1.012 1.128 5.302
C 1.923 2.233 4.881
H 3.486 0.571 6.729
H 2.475 1.644 7.716
H 2.599 -0.078 8.113
H 0.912 -1.463 7.525
H -1.071 -2.064 6.132
H -1.825 -0.528 4.310
H -1.173 1.193 2.814
H -0.635 3.144 5.771
H -0.919 5.605 5.882
H -1.339 6.909 3.773
H -1.493 5.726 1.609
H 1.813 2.452 3.822
H 1.745 3.153 5.443
H 2.963 1.953 5.051

***

(2)
Molecular formula: C8H10FeO8P
Method: DFT, the ωB97M-V functional and the def2-TZVPD basis

Computed properties:
<S²> = 8.809
E_tot = -2516.88581 a.u.
Charge = +2
HOMO-LUMO gap (spin up / spin down) = 6.6 / 6.3 eV
Multiplicity = 6
Highest occupied orbital energy (spin up / spin down) = -14.6 / -18.8 eV

Geometry (Å):
O -0.006 1.900 -2.390
C -0.051 1.196 -1.486
Fe 0.006 0.011 -0.236
O -0.011 2.202 1.818
C -0.002 1.304 1.109
C -0.004 -1.593 -1.214
O -0.069 -2.752 -0.982
C 1.747 -0.239 -0.204
O 2.909 -0.260 -0.275
C -1.718 -0.268 -0.100
O -2.873 -0.306 -0.212
H 0.108 -1.187 -2.294
C 0.667 -3.873 3.048
O -0.027 -2.625 3.256
P 0.094 -1.469 2.057
O -0.858 -0.408 2.899
C -2.165 -0.985 3.176
O 1.681 -1.087 2.239
C 2.202 -0.045 3.084
H 1.708 -3.737 2.708
H 0.123 -4.381 2.243
H 0.627 -4.429 3.991
H -2.587 -1.528 2.334
H -2.097 -1.677 4.012
H -2.803 -0.139 3.415
H 2.272 0.905 2.526
H 1.508 0.057 3.927
H 3.192 -0.426 3.392

***

(3)
Molecular formula: C16H19F7N4O4PdS2
Method: DFT, the ωB97M-V functional and the def2-TZVPD basis

Computed properties:
E_tot = -2763.76192 a.u.
Charge = +2
HOMO-LUMO gap (spin up / spin down) = 6.2 / 6.2 eV
Highest occupied orbital energy (spin up / spin down) = -15.8 / -15.8 eV

Geometry (Å):
Pd -0.113 -0.119 0.205
F 4.235 -0.556 2.024
C 3.958 0.553 1.360
F 5.051 1.231 1.103
F 3.104 1.295 2.059
S 3.139 0.078 -0.227
O 1.905 -0.617 0.252
O 4.024 -0.748 -0.960
N 2.807 1.447 -0.883
S 1.373 1.935 -1.189
O 0.735 1.335 -2.326
O 0.501 1.895 0.034
C 1.632 3.742 -1.513
F 2.262 4.297 -0.503
F 0.424 4.269 -1.650
F 2.319 3.852 -2.624
F -2.819 1.729 4.653
C -2.621 1.350 3.435
C -2.782 -0.022 3.143
C -2.554 -0.422 1.871
C -2.137 0.528 0.847
C -2.176 0.154 -0.499
C -2.014 1.934 1.222
C -2.251 2.332 2.494
H -3.099 -0.693 3.930
H -2.700 -1.452 1.569
H -2.079 0.892 -1.289
H -2.539 -0.831 -0.766
H -1.748 2.651 0.458
H -2.182 3.364 2.811
C 2.022 -3.026 -2.927
C 0.798 -2.191 -3.239
N 0.068 -1.928 -1.991
C 0.228 -2.598 -0.836
N -0.420 -2.083 0.269
C -0.037 -2.657 1.566
C 0.139 -4.160 1.435
C 1.233 -4.430 0.429
N 0.975 -3.683 -0.809
C 1.620 -4.185 -2.036
H 2.782 -2.424 -2.426
H 2.454 -3.403 -3.853
H 0.136 -2.711 -3.935
H 1.067 -1.227 -3.670
H -0.673 -1.250 -2.035
H -0.817 -2.426 2.290
H 0.896 -2.210 1.927
H -0.797 -4.622 1.116
H 0.411 -4.585 2.400
H 1.275 -5.486 0.166
H 2.212 -4.141 0.819
H 0.939 -4.872 -2.544
H 2.494 -4.751 -1.719

***

(4)
Molecular formula: C11H16ClO5PTc
Method: DFT, the ωB97M-V functional and the def2-TZVPD basis

Computed properties:
<S²> = 3.784
E_tot = -1686.52464 a.u.
Charge = +2
HOMO-LUMO gap (spin up / spin down) = 6.1 / 4.0 eV
Multiplicity = 4
Highest occupied orbital energy (spin up / spin down) = -15.9 / -15.8 eV

Geometry (Å):
Cl 4.087 -0.081 -0.283
C 0.534 1.410 1.883
C -0.095 2.350 1.038
C 0.881 2.866 0.129
H -1.160 2.612 1.013
C 2.189 2.319 0.451
C 1.960 1.414 1.593
H 2.720 1.004 2.257
H 0.063 0.845 2.675
H 0.763 3.670 -0.624
C 3.490 2.633 -0.199
Tc 1.417 0.475 -0.200
C 0.726 0.743 -2.013
O 0.377 0.854 -3.123
C 1.765 -1.373 0.270
O 2.044 -2.481 0.493
H 3.339 2.845 -1.267
H 4.085 1.686 -0.138
H 4.026 3.400 0.366
C -2.934 0.000 1.530
O -1.766 -0.257 0.660
P -1.947 -0.612 -0.929
O -3.156 -1.708 -0.980
C -2.951 -2.913 -0.210
O -0.678 -1.734 -0.760
C -0.384 -2.460 -1.990
H -3.309 1.042 1.527
H -2.656 -0.290 2.554
H -3.777 -0.667 1.282
H -2.367 -2.755 0.703
H -3.935 -3.283 0.076
H -2.425 -3.663 -0.805
H -0.121 -3.516 -1.800
H -1.245 -2.432 -2.683
H 0.440 -1.941 -2.499

***

(5)
Molecular formula: C6H7NO
Method: DFT, the ωB97M-V functional and the def2-TZVPD basis

Computed properties:
SMILES = CC1=NC=C/C1=C/O
E_tot = -362.65921 a.u.
HOMO-LUMO gap = 7.6 eV
Highest occupied orbital energy = -8.3 eV

Geometry (Å):
C 0.632 1.886 0.164
C -0.225 0.551 0.013
C -2.189 -0.382 -0.233
C -1.373 -1.504 0.041
C -0.033 -0.859 -0.015
C 1.182 -1.360 0.109
H 1.562 1.740 -0.459
H -0.013 2.850 -0.311
H 0.866 1.909 1.437
H -3.223 -0.398 0.169
H -1.567 -2.572 0.358
H 1.363 -2.371 0.085
H 2.222 0.293 -0.786
N -1.593 0.832 -0.304
O 2.389 -0.615 -0.268

***

(6)
Molecular formula: C6H10BIO6
Method: DFT, the ωB97M-V functional and the def2-TZVPD basis

Computed properties:
SMILES = CB(O)[C@]1(CC(=O)I)COC(=O)O1.O
E_tot = -1008.66037 a.u.
HOMO-LUMO gap = 9.8 eV
Highest occupied orbital energy = -9.7 eV

Geometry (Å):
C -1.235 2.434 -0.602
B -0.805 1.292 0.373
O -1.343 1.160 1.635
C 0.283 0.213 -0.041
C 0.054 -1.178 0.617
C 0.751 -1.402 1.938
O 0.361 -1.120 3.015
I 2.682 -2.413 1.757
C 1.694 0.845 0.230
O 2.353 0.759 -1.036
C 1.656 -0.155 -1.762
O 2.111 -0.960 -2.498
O 0.336 0.019 -1.473
H -0.413 2.858 -1.181
H -1.727 3.238 -0.051
H -1.972 2.030 -1.304
H -1.124 1.860 2.252
H -1.010 -1.302 0.812
H 0.343 -1.968 -0.074
H 1.664 1.900 0.513
H 2.269 0.308 0.979
O -1.946 -2.722 -1.243
H -2.273 -2.736 -2.148
H -2.708 -2.960 -0.706

***

(7)
Molecular formula: C5H9NO
Method: DFT, the ωB97M-V functional and the def2-TZVPD basis

Computed properties:
SMILES = C[C@H](C#N)CCO
E_tot = -325.89552 a.u.
HOMO-LUMO gap = 11.5 eV
Highest occupied orbital energy = -10.6 eV

Geometry (Å):
C -2.210 -0.227 -0.064
C -0.683 -0.411 -0.243
C 0.213 0.863 -0.234
C 1.689 0.625 0.097
O 2.256 -0.238 -0.872
C -0.201 -1.287 0.838
N 0.230 -1.873 1.731
H -2.647 0.444 -0.811
H -2.464 0.152 0.932
H -2.708 -1.199 -0.170
H -0.521 -0.934 -1.192
H 0.175 1.337 -1.221
H -0.162 1.589 0.498
H 1.798 0.201 1.105
H 2.191 1.605 0.095
H 3.042 -0.647 -0.490

***

(8)
Molecular formula: C2H4O2P
Method: DFT, the ωB97M-V functional and the def2-TZVPD basis

Computed properties:
SMILES = O=C([O-])CP
E_tot = -570.44090 a.u.
Charge = -1
HOMO-LUMO gap = 8.1 eV
Highest occupied orbital energy = -3.6 eV

Geometry (Å):
C 1.426 0.024 -0.103
C -0.275 0.756 0.283
O 1.293 -1.072 -0.616
O 2.349 0.723 0.265
P -1.385 -0.784 0.533
H -0.833 1.299 -0.603
H -0.081 1.393 1.097
H -0.492 -1.866 -0.100
H -2.002 -0.473 -0.757